2 unconnected molecules or ions with the total composition C9H18ClNSi in a non-equilibrium geometry, computed with ωB97M-V/def2-TZVPD.

Each line ends with the natural charge from an NBO analysis.
CARTESIAN COORDINATES (ANGSTROEM)
C -2.402 -1.656 -1.671  0.199
C 2.061 -1.116 -1.809  -0.613
C 0.296 3.008 -0.415  -0.616
C 1.011 0.504 2.836  -0.622
C -2.206 -2.477 0.725  -0.647
C 0.981 -0.087 -1.680  -0.931
C -0.720 1.855 -0.197  -0.858
C 1.438 -0.098 1.524  -0.894
C -2.422 -1.437 -0.297  -0.270
N -2.378 -1.768 -2.834  -0.363
Si 0.201 0.151 0.044  1.640
Cl -3.883 -0.361 -0.152  -0.070
H 1.496 -2.037 -2.088  0.219
H 2.798 -0.964 -2.604  0.224
H 2.445 -1.283 -0.750  0.193
H 0.746 3.046 -1.408  0.211
H -0.121 3.991 -0.250  0.221
H 1.109 2.957 0.336  0.194
H 0.383 -0.207 3.488  0.219
H 1.949 0.721 3.421  0.222
H 0.304 1.410 2.795  0.215
H -2.050 -2.037 1.711  0.219
H -1.165 -2.752 0.393  0.225
H -2.909 -3.342 0.803  0.211
H 0.366 -0.102 -2.538  0.266
H 1.369 0.992 -1.866  0.233
H -1.267 1.648 -1.016  0.234
H -1.375 2.107 0.635  0.240
H 1.731 -1.123 1.791  0.261
H 2.213 0.457 1.073  0.235

Atomic forces in eV per Å
0.77 -0.88 -2.47
-0.60 -1.70 1.27
0.46 -0.21 0.61
-1.44 0.78 2.25
1.45 -0.74 0.01
1.13 2.75 0.62
2.98 0.03 3.32
-2.44 -1.01 -0.32
0.17 2.61 0.60
0.10 0.09 1.39
-1.83 0.23 -1.38
0.25 -0.11 0.74
0.74 0.24 0.29
0.09 0.22 0.55
0.46 -0.08 -1.68
-0.03 -0.28 0.05
-0.52 0.20 -0.01
-0.15 -0.07 -0.42
1.09 0.70 -1.13
-1.15 0.15 -0.34
1.47 -0.96 -0.18
-0.31 -0.02 -0.06
-0.96 -0.83 0.66
0.41 0.62 -0.33
-1.58 -0.46 -0.60
-0.03 -1.36 0.74
-2.13 -0.49 -2.86
-0.11 -0.15 -0.04
0.18 0.21 -0.93
1.54 0.53 -0.35

Its HOMO-LUMO gap (alpha / beta) is 6.746 / 6.750 eV. Its total charge is 0.

6 unconnected molecules or ions with the total composition C9H13Cl12NO3 in a non-equilibrium geometry, computed with ωB97M-V/def2-TZVPD.

Each line ends with the natural charge from an NBO analysis.
CARTESIAN COORDINATES (ANGSTROEM)
C 3.032 -1.188 3.855  -0.742
C 1.760 -1.516 3.294  0.316
N 0.730 -1.763 2.795  -0.373
H 3.277 -1.961 4.583  0.257
H 2.872 -0.305 4.472  0.266
H 3.831 -1.169 3.114  0.268
C -0.895 1.512 2.937  -0.255
O -0.183 2.254 1.878  -0.518
C -0.581 2.370 0.664  0.985
O -1.709 2.046 0.223  -0.671
O 0.414 2.760 -0.093  -0.520
C 0.181 3.088 -1.490  -0.255
H -1.426 0.632 2.574  0.220
H -1.571 2.134 3.523  0.197
H -0.180 1.093 3.646  0.202
H 1.085 3.654 -1.714  0.191
H -0.637 3.803 -1.589  0.213
H 0.290 2.175 -2.075  0.210
C 2.933 2.473 2.065  -0.257
Cl 4.450 3.132 1.494  0.036
Cl 2.883 2.499 3.898  -0.021
Cl 2.612 0.900 1.258  -0.003
H 2.136 3.112 1.686  0.250
C -0.113 -1.541 -0.216  -0.267
Cl 0.719 -3.098 -0.215  0.027
Cl -1.569 -1.540 0.734  0.058
Cl -0.523 -1.071 -1.924  -0.042
H 0.572 -0.793 0.182  0.230
C -0.927 -2.140 -5.714  -0.274
Cl -2.370 -3.198 -5.941  0.003
Cl -1.224 -0.472 -6.226  0.017
Cl 0.455 -2.721 -6.645  0.018
H -0.705 -2.209 -4.649  0.236
C -3.859 -2.486 -2.118  -0.276
Cl -5.114 -2.615 -3.400  0.011
Cl -2.518 -3.679 -2.262  0.003
Cl -4.706 -2.680 -0.609  0.021
H -3.423 -1.495 -1.997  0.241

Atomic forces in eV per Å
0.34 -0.47 1.25
-3.11 -0.86 -2.02
2.46 0.61 1.41
0.12 -0.22 -0.04
0.57 0.37 -0.44
-0.20 0.48 0.10
-0.19 -0.29 -0.30
0.81 -0.40 3.27
-4.66 -2.17 -2.67
2.58 1.05 1.17
0.80 0.89 -0.33
1.49 0.43 0.88
-0.07 0.40 -0.57
0.03 0.35 -0.53
0.56 0.46 -0.40
0.02 0.10 -0.11
-0.40 -0.84 -0.27
-1.05 0.13 -0.10
-0.50 0.16 -0.06
0.20 -0.02 0.11
-0.09 -0.36 -1.43
0.38 0.33 0.80
0.10 -0.11 0.46
0.12 0.18 -0.56
-0.14 0.11 -0.02
-0.29 -0.13 -0.04
0.45 0.21 0.56
-0.19 -0.14 -0.16
-0.36 -0.40 -0.23
0.61 0.57 -0.09
-0.29 -0.19 0.41
-0.03 -0.30 0.19
0.08 0.29 -0.25
-0.09 -0.22 0.18
1.06 0.18 0.12
-0.90 0.37 -0.21
-0.27 -0.39 0.87
0.03 -0.14 -0.92

Its HOMO-LUMO gap is 10.660 eV. Its total charge is 0. Its SMILES is COC(=O)OC.ClC(Cl)Cl.ClC(Cl)Cl.ClC(Cl)Cl.ClC(Cl)Cl.CC#N. Its energy relative to the best compared isomer or geometry (same formula, charge and spin) is 22.91 kcal per mole.

2 unconnected molecules or ions with the total composition H5NS, computed with ωB97M-V/def2-TZVPD.

Each line ends with the natural charge from an NBO analysis.
CARTESIAN COORDINATES (ANGSTROEM)
S -0.738 -0.952 -4.461  -0.975
H -1.454 -1.137 -3.326  0.063
N 0.456 0.425 1.556  -0.910
H 0.817 0.092 0.654  0.462
H 0.975 1.272 1.760  0.452
H -0.553 0.624 1.562  0.456
H 0.497 -0.325 2.254  0.452

Atomic forces in eV per Å
0.02 0.09 0.62
0.04 -0.01 -0.23
-0.79 -0.46 0.02
-0.51 -0.25 -0.30
0.19 0.15 0.64
0.17 0.30 -0.85
0.89 0.19 0.09

Its HOMO-LUMO gap is 2.618 eV. Its total charge is 0. Its energy relative to the best compared isomer or geometry (same formula, charge and spin) is 93.67 kcal per mole.

5 unconnected molecules or ions with the total composition C31H64NO6, computed with ωB97M-V/def2-TZVPD.

Each line ends with the Löwdin charge.
CARTESIAN COORDINATES (ANGSTROEM)
C 4.619 2.891 1.734  -0.099
O 4.011 2.588 0.498  -0.182
C 2.700 3.085 0.372  -0.261
C 2.143 2.642 -0.966  -0.144
C 1.087 3.585 -1.570  -0.174
C -0.355 3.092 -1.523  -0.169
C -0.880 2.873 -0.097  -0.110
C -1.405 1.457 0.199  -0.379
C -0.424 0.331 -0.146  -0.115
C 0.687 0.081 0.881  -0.147
C 1.740 -0.919 0.390  -0.212
O 1.490 -2.140 1.043  -0.202
C 2.638 -2.933 1.288  -0.082
C -2.759 1.215 -0.518  -0.103
C -3.864 0.836 0.455  -0.168
C -4.048 1.997 1.431  -0.142
C -2.756 2.216 2.235  -0.090
N -1.636 1.377 1.693  0.092
H 4.499 2.064 2.436  0.086
H 4.192 3.788 2.189  0.087
H 5.676 3.076 1.565  0.091
H 2.096 2.713 1.214  0.098
H 2.702 4.179 0.439  0.127
H 2.995 2.581 -1.643  0.126
H 1.751 1.624 -0.913  0.087
H 1.339 3.868 -2.589  0.118
H 1.113 4.519 -1.001  0.104
H -0.491 2.206 -2.141  0.116
H -0.954 3.876 -1.987  0.107
H -0.128 3.155 0.647  0.119
H -1.720 3.553 0.056  0.116
H -0.995 -0.597 -0.242  0.130
H 0.021 0.516 -1.119  0.111
H 1.188 1.010 1.161  0.087
H 0.260 -0.401 1.760  0.105
H 1.679 -1.058 -0.696  0.132
H 2.747 -0.552 0.602  0.123
H 2.942 -3.512 0.418  0.076
H 2.394 -3.637 2.080  0.083
H 3.476 -2.322 1.631  0.094
H -3.069 2.138 -1.010  0.129
H -2.647 0.462 -1.293  0.110
H -3.607 -0.064 1.020  0.121
H -4.783 0.629 -0.084  0.125
H -4.246 2.896 0.850  0.119
H -4.867 1.824 2.122  0.119
H -2.859 1.947 3.284  0.135
H -2.444 3.256 2.211  0.126
H -0.774 1.625 2.176  0.168
H -1.814 0.405 1.942  0.168
C -4.954 -3.613 -2.800  -0.162
C -3.443 -3.811 -2.692  -0.162
C -2.957 -2.377 -2.543  -0.206
O -3.996 -1.670 -1.855  -0.173
C -5.186 -2.471 -1.823  -0.199
H -5.530 -4.501 -2.549  0.116
H -5.223 -3.307 -3.813  0.117
H -3.201 -4.389 -1.798  0.116
H -3.004 -4.314 -3.551  0.116
H -2.796 -1.908 -3.519  0.121
H -2.033 -2.299 -1.965  0.106
H -5.333 -2.844 -0.804  0.118
H -6.038 -1.845 -2.090  0.118
C -1.342 -4.488 4.848  -0.165
C -0.130 -4.306 3.937  -0.167
C -0.034 -2.789 3.856  -0.225
O -0.524 -2.286 5.100  -0.147
C -1.164 -3.338 5.831  -0.201
H -1.379 -5.458 5.340  0.114
H -2.266 -4.360 4.278  0.113
H 0.764 -4.716 4.412  0.118
H -0.239 -4.772 2.959  0.115
H -0.660 -2.397 3.044  0.104
H 0.984 -2.432 3.704  0.106
H -0.522 -3.627 6.669  0.120
H -2.107 -2.966 6.232  0.116
C 5.259 -6.768 -1.749  -0.168
C 6.249 -6.644 -0.593  -0.167
C 5.656 -5.483 0.195  -0.204
O 4.239 -5.550 0.000  -0.170
C 3.938 -6.471 -1.054  -0.202
H 5.268 -7.745 -2.230  0.113
H 5.468 -6.012 -2.508  0.114
H 6.241 -7.554 0.010  0.115
H 7.272 -6.454 -0.910  0.113
H 6.020 -4.521 -0.182  0.118
H 5.867 -5.539 1.263  0.117
H 3.505 -7.378 -0.618  0.118
H 3.197 -6.019 -1.715  0.115
C -0.759 8.569 -2.731  -0.166
C -2.103 8.053 -3.239  -0.168
C -1.675 6.850 -4.069  -0.200
O -0.495 6.330 -3.443  -0.161
C -0.007 7.268 -2.482  -0.216
H -0.836 9.186 -1.838  0.113
H -0.259 9.151 -3.506  0.117
H -2.727 7.734 -2.400  0.112
H -2.662 8.784 -3.819  0.114
H -1.430 7.143 -5.094  0.120
H -2.429 6.064 -4.106  0.114
H -0.215 6.879 -1.477  0.109
H 1.072 7.369 -2.598  0.119

Atomic forces in eV per Å
-0.05 0.09 0.15
0.02 -0.02 -0.19
0.07 -0.12 0.15
-0.01 -0.04 -0.50
0.03 0.14 0.52
-0.09 0.34 -0.14
-0.17 -0.20 0.27
0.09 0.12 -0.78
0.12 -0.33 0.52
-0.02 -0.04 -0.41
-0.08 -0.06 -0.07
0.03 -0.03 0.25
0.07 -0.21 -0.03
0.04 0.09 0.06
0.05 0.14 0.24
0.34 -0.13 -0.02
-0.21 0.19 0.08
-0.23 0.13 0.35
0.01 -0.07 0.08
-0.03 0.08 -0.04
0.08 -0.11 -0.03
-0.09 0.13 0.03
0.05 0.07 -0.01
0.07 0.05 0.01
0.12 0.03 0.06
0.00 -0.13 -0.11
0.01 0.12 -0.09
0.04 -0.10 -0.02
-0.08 -0.06 -0.12
0.18 -0.06 -0.07
0.00 0.09 0.14
-0.04 -0.07 -0.05
-0.15 0.10 -0.12
-0.14 -0.01 0.10
0.12 0.16 0.26
-0.01 0.05 -0.09
0.07 -0.01 0.14
0.05 0.04 -0.13
-0.11 -0.04 0.01
0.04 0.10 -0.02
0.03 0.04 -0.11
0.02 -0.11 0.00
-0.15 -0.24 -0.19
-0.04 -0.07 -0.02
-0.22 0.07 0.07
-0.13 0.05 -0.01
-0.03 -0.13 0.02
0.17 -0.01 -0.07
0.11 0.00 -0.06
-0.01 -0.08 -0.03
0.02 0.03 -0.04
-0.01 -0.01 0.05
-0.02 0.01 -0.04
0.07 0.05 0.07
-0.01 -0.02 0.02
0.01 -0.01 0.01
0.00 0.00 0.00
0.00 0.00 0.00
-0.01 0.00 -0.02
0.01 -0.02 0.00
0.00 0.02 0.01
-0.01 -0.01 -0.01
0.01 0.03 0.00
-0.01 0.04 -0.03
0.01 -0.02 0.03
-0.03 0.03 0.04
-0.05 0.05 -0.03
0.03 -0.05 0.02
0.01 -0.01 0.00
0.00 0.00 0.00
0.00 0.01 0.00
-0.01 0.00 -0.01
0.03 -0.05 -0.06
-0.01 0.05 0.00
-0.01 -0.01 0.00
0.00 0.03 0.00
0.01 0.04 -0.01
-0.02 -0.04 0.01
0.00 0.02 -0.03
0.01 0.01 -0.02
0.02 -0.03 0.03
0.01 -0.01 0.01
0.00 0.00 0.00
0.00 0.00 0.00
0.00 0.01 -0.02
0.02 -0.01 0.00
-0.02 0.01 0.01
0.00 -0.01 -0.02
-0.01 0.02 0.02
0.00 0.01 -0.03
0.01 -0.02 0.04
0.03 0.01 -0.05
-0.03 -0.05 0.06
-0.03 -0.04 0.05
-0.01 0.00 0.01
0.00 0.00 0.00
0.00 0.00 0.00
0.01 0.01 -0.01
-0.02 0.01 0.00
0.01 -0.02 0.00
0.02 0.05 0.02
0.01 -0.04 -0.02

Its HOMO-LUMO gap is 8.856 eV. Its total charge is +1.

A gas-phase ion, C6H11O (charge -1) in a non-equilibrium geometry, computed with ωB97M-V/def2-TZVPD.

Each line ends with the natural charge from an NBO analysis.
CARTESIAN COORDINATES (ANGSTROEM)
C -1.789 0.529 1.543  -0.085
O -2.869 -0.324 2.016  -0.975
C -1.557 -0.057 0.084  -0.400
C -0.681 0.817 -0.944  -0.489
C 0.836 0.749 -0.738  -0.183
C 1.361 -0.521 -0.959  -0.195
C 2.363 -0.942 0.146  -0.648
H -1.944 1.576 1.206  0.097
H -0.736 0.343 1.823  0.107
H -2.557 -0.377 -0.198  0.223
H -1.076 -1.157 0.196  0.166
H -1.035 1.862 -1.161  0.194
H -1.046 0.460 -2.004  0.207
H 1.547 1.497 -0.510  0.194
H 1.101 -1.207 -1.723  0.189
H 2.058 -1.623 0.965  0.221
H 3.181 -1.509 -0.395  0.171
H 2.845 -0.117 0.653  0.204

Atomic forces in eV per Å
-1.57 -3.47 -2.90
2.41 2.52 0.19
1.57 -1.64 0.23
-1.50 0.54 -2.60
-1.83 -4.16 -2.25
1.16 2.77 3.57
1.87 -1.37 -2.39
-0.36 0.28 1.29
-0.13 0.60 1.64
-0.25 0.76 -0.84
-0.45 2.45 -0.27
0.11 -0.44 1.30
1.30 -0.21 1.51
-0.03 0.94 1.48
-1.16 -0.80 0.00
-0.73 0.37 -0.72
-0.31 0.31 0.82
-0.10 0.55 -0.07

Its HOMO-LUMO gap is 5.851 eV. Its total charge is -1. Its SMILES is C/C=C/CCC[O-]. Its energy relative to the best compared isomer or geometry (same formula, charge and spin) is 76.06 kcal per mole.

2 unconnected molecules or ions with the total composition C9H14 in a non-equilibrium geometry, computed with ωB97M-V/def2-TZVPD.

Each line ends with the natural charge from an NBO analysis.
CARTESIAN COORDINATES (ANGSTROEM)
C -2.129 2.461 1.636  -0.673
C 0.105 -0.529 0.876  -0.151
C -0.674 -1.253 -0.014  0.028
C -0.197 0.719 1.355  -0.198
C -1.497 1.222 1.046  0.269
C -1.905 -0.721 -0.409  -0.200
C -2.339 0.457 0.161  -0.146
H 0.968 -1.066 1.247  0.250
H -0.397 -2.274 -0.253  0.249
H 0.565 1.275 1.885  0.263
H -2.644 -1.318 -0.939  0.256
H -3.184 2.514 1.390  0.248
H -1.601 3.277 1.085  0.285
H -3.304 0.791 -0.172  0.248
H -2.015 2.415 2.717  0.271
C 3.174 -1.406 -2.609  -0.622
C 3.838 -0.814 -1.353  -0.623
H 3.048 -2.479 -2.585  0.212
H 2.170 -1.030 -2.805  0.198
H 3.937 -1.151 -3.351  0.227
H 3.114 -0.598 -0.535  0.169
H 4.325 0.158 -1.418  0.218
H 4.437 -1.440 -0.673  0.223

Atomic forces in eV per Å
0.95 -0.96 -1.02
1.54 0.30 1.23
-1.18 -0.57 -0.03
-0.11 -0.41 -0.80
-1.12 0.54 0.12
-1.29 0.19 0.58
0.89 -1.04 -1.24
0.41 0.42 -0.07
0.10 0.18 -0.28
-0.39 0.07 0.42
0.46 0.17 -0.36
-0.03 -0.01 -0.06
-0.24 0.00 0.97
-0.32 0.44 0.46
0.37 0.69 0.06
1.34 0.44 0.55
-1.45 0.05 2.80
0.33 -0.35 0.21
0.34 0.55 -0.22
-0.87 -0.29 -0.73
-0.51 0.15 -0.61
0.22 -0.18 -0.73
0.57 -0.36 -1.25

Its HOMO-LUMO gap (alpha / beta) is 9.582 / 5.547 eV. Its total charge is +1. As for the multiplicity: 2. Its energy relative to the best compared isomer or geometry (same formula, charge and spin) is 22.85 kcal per mole. As for the expectation value of S²: 0.77.

| no. | E_tot (Ha) |
| --- | --- |
| 1 | -1158.023211 |
| 2 | -6153.456886 |
| 3 | -455.779157 |
| 4 | -1725.453047 |
| 5 | -310.295567 |
| 6 | -350.972583 |